{"formula": "C30H43KN2O8P2", "method": "wB97M-V/def2-TZVPD", "species": ["K", "C", "O", "C", "C", "C", "C", "C", "C", "N", "N", "C", "C", "O", "C", "C", "C", "C", "C", "C", "C", "C", "H", "H", "H", "H", "H", "H", "H", "H", "H", "H", "H", "H", "H", "C", "C", "C", "O", "P", "O", "C", "P", "O", "O", "C", "C", "C", "O", "C", "C", "C", "O", "C", "C", "C", "H", "H", "H", "H", "H", "H", "H", "H", "H", "H", "H", "H", "H", "H", "H", "H", "H", "H", "H", "H", "H", "H", "H", "H", "H", "H", "H", "H", "H", "H"], "coordinates": [[-0.016, -1.416, -0.048], [-2.885, -1.818, 2.406], [-1.529, -2.221, 2.302], [-1.123, -3.252, 3.095], [-1.966, -3.874, 4.010], [-1.506, -4.939, 4.774], [-0.213, -5.397, 4.626], [0.632, -4.775, 3.718], [0.204, -3.689, 2.962], [1.079, -3.044, 2.003], [2.278, -3.338, 2.276], [3.347, -2.981, 1.489], [3.272, -2.440, 0.173], [2.216, -2.087, -0.416], [4.538, -2.281, -0.531], [5.725, -2.589, 0.027], [5.814, -3.108, 1.357], [7.061, -3.411, 1.931], [7.150, -3.913, 3.204], [5.970, -4.117, 3.933], [4.743, -3.823, 3.396], [4.620, -3.312, 2.083], [-3.108, -1.450, 3.412], [-3.557, -2.646, 2.167], [-3.009, -1.027, 1.674], [-2.986, -3.540, 4.132], [-2.179, -5.412, 5.477], [0.144, -6.241, 5.201], [1.641, -5.125, 3.570], [4.462, -1.893, -1.540], [6.646, -2.449, -0.530], [7.953, -3.239, 1.339], [8.113, -4.144, 3.641], [6.023, -4.509, 4.941], [3.847, -3.974, 3.980], [-2.968, 0.877, -4.472], [-3.013, 0.228, -3.110], [-4.210, -0.665, -2.889], [-3.052, 1.330, -2.140], [-2.503, 1.155, -0.666], [-2.139, -0.222, -0.299], [-1.055, 2.242, -0.611], [0.292, 1.761, -1.753], [0.361, 0.302, -1.786], [-0.058, 2.444, -3.139], [-0.039, 3.895, -3.290], [-1.328, 4.275, -3.987], [1.199, 4.278, -4.070], [1.599, 2.525, -1.328], [2.428, 2.392, -0.118], [2.248, 1.084, 0.619], [2.156, 3.610, 0.739], [-3.590, 1.781, 0.279], [-4.589, 2.822, 0.047], [-5.783, 2.234, -0.672], [-4.008, 4.034, -0.642], [-2.934, 0.112, -5.247], [-2.078, 1.499, -4.561], [-3.856, 1.489, -4.639], [-2.085, -0.314, -2.917], [-5.142, -0.133, -3.086], [-4.221, -1.055, -1.872], [-4.163, -1.514, -3.572], [-0.667, 2.242, 0.411], [-1.369, 3.266, -0.831], [-0.002, 4.345, -2.295], [-1.356, 3.865, -4.997], [-1.408, 5.360, -4.057], [-2.191, 3.895, -3.442], [1.188, 3.802, -5.050], [2.099, 3.975, -3.539], [1.229, 5.359, -4.215], [3.437, 2.435, -0.530], [1.284, 1.039, 1.133], [3.012, 1.045, 1.399], [2.377, 0.204, -0.010], [1.154, 3.571, 1.169], [2.259, 4.526, 0.160], [2.867, 3.643, 1.566], [-4.867, 3.089, 1.067], [-5.543, 1.999, -1.706], [-6.598, 2.959, -0.666], [-6.126, 1.330, -0.172], [-3.677, 3.803, -1.654], [-3.184, 4.463, -0.074], [-4.789, 4.793, -0.721]], "total_charge": 0, "homo_lumo_gap_ev": 6.288}

{"formula": "C34H52BrF7N6O6S", "method": "wB97M-V/def2-TZVPD", "species": ["C", "C", "C", "Br", "C", "C", "N", "C", "C", "C", "C", "C", "C", "C", "C", "C", "C", "N", "C", "C", "C", "C", "S", "O", "O", "C", "F", "F", "C", "F", "F", "C", "F", "F", "F", "H", "H", "H", "H", "H", "H", "H", "H", "H", "H", "H", "H", "H", "H", "H", "H", "H", "H", "H", "H", "H", "H", "H", "H", "C", "N", "C", "C", "O", "H", "H", "H", "H", "H", "H", "H", "C", "N", "C", "C", "O", "H", "H", "H", "H", "H", "H", "H", "C", "N", "C", "C", "O", "H", "H", "H", "H", "H", "H", "H", "C", "N", "C", "C", "O", "H", "H", "H", "H", "H", "H", "H"], "coordinates": [[1.182, 2.403, 0.299], [-0.286, 2.841, 0.085], [-1.296, 2.636, 1.217], [-2.991, 3.510, 0.640], [-1.504, 1.278, 1.962], [-0.198, 1.063, 2.690], [0.843, 0.877, 3.177], [-2.438, 1.671, 3.191], [-2.516, 0.682, 4.344], [-1.621, 0.761, 5.413], [-1.655, -0.076, 6.501], [-2.618, -1.071, 6.595], [-3.547, -1.163, 5.571], [-4.665, -2.218, 5.599], [-3.488, -0.306, 4.481], [-1.985, 0.001, 1.193], [-3.491, -0.078, 1.335], [-4.646, 0.063, 1.408], [-1.487, -1.350, 1.883], [-2.563, -2.472, 1.870], [-0.086, -1.831, 1.400], [0.701, -2.389, 2.646], [-1.754, -0.038, -0.627], [-0.368, 0.022, -0.993], [-2.455, 1.013, -1.310], [-2.382, -1.560, -1.511], [-1.828, -2.712, -1.114], [-1.837, -1.390, -2.744], [-3.907, -1.732, -1.764], [-4.384, -2.828, -1.122], [-4.696, -0.724, -1.392], [-4.285, -2.012, -3.273], [-5.605, -2.304, -3.229], [-3.706, -3.088, -3.775], [-4.187, -0.931, -4.026], [1.283, 1.338, 0.544], [1.731, 3.006, 1.035], [1.701, 2.511, -0.663], [-0.224, 3.938, -0.038], [-0.574, 2.506, -0.916], [-0.961, 3.335, 1.996], [-2.001, 2.576, 3.640], [-3.451, 1.963, 2.898], [-0.849, 1.535, 5.396], [-0.943, 0.009, 7.322], [-2.706, -1.778, 7.418], [-4.972, -2.479, 6.613], [-5.496, -1.771, 5.032], [-4.304, -3.073, 5.010], [-4.265, -0.427, 3.728], [-1.358, -1.203, 2.967], [-2.011, -3.392, 2.116], [-3.049, -2.649, 0.907], [-3.289, -2.355, 2.685], [0.532, -0.989, 1.065], [-0.102, -2.663, 0.695], [1.402, -3.144, 2.269], [1.317, -1.614, 3.116], [0.026, -2.906, 3.335], [2.866, 1.151, -4.810], [3.708, 1.431, -3.665], [5.001, 2.068, -3.874], [3.332, 1.119, -2.411], [3.990, 1.326, -1.407], [3.393, 0.483, -5.495], [2.631, 2.084, -5.326], [1.938, 0.676, -4.496], [5.791, 1.423, -3.495], [5.032, 3.009, -3.326], [5.162, 2.257, -4.931], [2.337, 0.640, -2.364], [0.293, -7.864, 3.398], [0.547, -6.613, 2.710], [1.920, -6.240, 2.408], [-0.447, -5.786, 2.341], [-0.296, -4.725, 1.762], [0.795, -7.854, 4.368], [0.678, -8.693, 2.801], [-0.775, -8.005, 3.554], [2.154, -5.289, 2.887], [2.037, -6.121, 1.329], [2.604, -7.006, 2.766], [-1.447, -6.163, 2.617], [10.130, 4.646, -1.895], [9.124, 3.713, -2.362], [8.716, 2.619, -1.495], [8.552, 3.824, -3.576], [7.706, 3.070, -4.015], [11.055, 4.107, -1.680], [9.778, 5.135, -0.984], [10.329, 5.404, -2.650], [8.915, 1.668, -1.990], [7.645, 2.688, -1.298], [9.263, 2.662, -0.556], [8.928, 4.684, -4.156], [-3.914, 2.644, -4.244], [-4.130, 3.449, -5.431], [-3.949, 2.843, -6.738], [-4.494, 4.746, -5.363], [-4.689, 5.466, -6.322], [-2.885, 2.277, -4.238], [-4.601, 1.795, -4.253], [-4.086, 3.231, -3.344], [-3.177, 3.383, -7.288], [-4.881, 2.905, -7.302], [-3.657, 1.800, -6.629], [-4.605, 5.109, -4.328]], "smiles": "CC[C@@H](Br)[C@@](C#N)(Cc1cccc(C)c1)[C@](C#N)([C@@H](C)CC)S(=O)(=O)C(F)(F)C(F)(F)C(F)(F)F.CN(C)C=O.CN(C)C=O.CN(C)C=O.CN(C)C=O", "total_charge": 0, "homo_lumo_gap_ev": 9.074}